Entry 1:
{"formula": "C5H8N2O", "method": "ωB97M-V/def2-TZVPD", "symbols": ["C", "N", "C", "C", "C", "C", "N", "O", "H", "H", "H", "H", "H", "H", "H", "H"], "xyz": [[2.088, 1.098, -1.058], [-2.484, -2.473, 1.718], [0.884, 0.255, -0.732], [-1.956, -2.493, 0.631], [-0.143, 0.835, 0.156], [-0.086, 2.038, 0.716], [-1.679, -2.338, -0.527], [0.756, -0.867, -1.179], [-2.585, -3.241, 2.351], [-0.815, -2.019, -0.931], [-0.990, 0.186, 0.340], [1.776, 2.023, -1.536], [2.627, 1.343, -0.146], [2.745, 0.548, -1.727], [-0.876, 2.389, 1.358], [0.738, 2.715, 0.566]], "forces_ev_per_a": [[0.09, -0.24, -0.16], [-0.34, 0.30, 1.09], [0.28, 0.27, -0.04], [-0.29, 0.16, -0.35], [-0.39, -0.10, 0.19], [0.06, -0.12, -0.08], [-0.04, -0.26, -0.84], [0.02, -0.05, -0.07], [0.19, -0.31, -0.01], [0.42, 0.10, 0.16], [-0.06, -0.02, 0.02], [0.00, 0.12, 0.00], [0.05, 0.08, 0.07], [-0.02, -0.01, 0.01], [-0.15, 0.01, 0.09], [0.18, 0.08, -0.08]], "homo_lumo_gap_ev": 9.77, "total_energy_ha": -380.02809, "molar_mass_g_mol": 112.1, "smiles": "C=CC(C)=O.N=C=N", "charge": 0, "spin_multiplicity": 1, "homo_energy_ev": -9.695}


Entry 2:
{"formula": "C13H11NO6", "method": "ωB97M-V/def2-TZVPD", "symbols": ["C", "C", "C", "C", "C", "C", "C", "H", "H", "O", "C", "C", "C", "C", "C", "O", "C", "O", "O", "H", "H", "H", "H", "H", "N", "O", "O", "H", "H", "H", "H"], "xyz": [[-3.120, -3.180, 0.194], [-2.462, -1.856, -0.033], [-3.102, -0.669, 0.269], [-2.493, 0.561, 0.042], [-1.195, 0.635, -0.495], [-0.556, -0.569, -0.792], [-1.179, -1.781, -0.570], [-0.654, -2.692, -0.818], [0.440, -0.568, -1.203], [-0.651, 1.858, -0.665], [0.674, 1.979, -1.120], [1.671, 1.433, -0.145], [1.618, 1.307, 1.215], [2.838, 0.718, 1.606], [3.559, 0.527, 0.456], [2.840, 0.962, -0.619], [4.899, -0.045, 0.249], [5.567, -0.485, 1.143], [5.323, -0.044, -1.026], [4.673, 0.356, -1.622], [3.158, 0.467, 2.595], [0.807, 1.601, 1.849], [0.815, 3.060, -1.241], [0.812, 1.502, -2.101], [-3.240, 1.744, 0.379], [-4.199, 1.596, 1.111], [-2.892, 2.809, -0.080], [-4.097, -0.666, 0.687], [-4.031, -3.065, 0.774], [-2.449, -3.855, 0.720], [-3.375, -3.640, -0.760]], "forces_ev_per_a": [[0.00, -0.04, -0.07], [0.14, 0.17, -0.04], [0.08, 0.14, -0.03], [0.69, -0.81, -0.34], [-0.38, -0.08, 0.13], [0.07, 0.18, -0.10], [-0.20, 0.13, 0.08], [0.09, -0.10, -0.03], [0.11, 0.04, -0.03], [0.12, -0.04, 0.11], [0.41, 0.01, -0.30], [-0.47, 0.17, 0.75], [-0.07, 0.16, -0.72], [0.63, -0.20, -0.74], [-0.29, -0.01, 1.06], [0.10, -0.04, -0.26], [-0.14, 0.04, 0.05], [-0.13, 0.10, -0.21], [0.27, -0.08, -0.25], [-0.01, -0.02, 0.17], [0.14, -0.09, 0.19], [-0.23, 0.07, 0.08], [0.00, -0.23, -0.06], [-0.01, 0.06, 0.11], [-0.35, 0.42, 0.18], [-0.30, 0.02, 0.25], [-0.07, 0.26, -0.11], [-0.01, 0.00, 0.02], [-0.07, -0.06, 0.05], [-0.02, -0.09, 0.06], [-0.07, -0.09, -0.02]], "homo_lumo_gap_ev": 8.83, "total_energy_ha": -1008.07639, "molar_mass_g_mol": 277.2, "smiles": "Cc1ccc(OCc2ccc(C(=O)O)o2)c([N+](=O)[O-])c1", "charge": 0, "spin_multiplicity": 1, "homo_energy_ev": -9.263}


Entry 3:
{"formula": "C30H35BrGeN6O2RuS", "method": "ωB97M-V/def2-TZVPD", "symbols": ["Ru", "N", "C", "C", "C", "C", "N", "H", "H", "H", "H", "H", "H", "H", "H", "H", "H", "H", "H", "N", "N", "C", "O", "O", "H", "H", "H", "Br", "C", "C", "C", "N", "C", "C", "H", "H", "H", "H", "S", "C", "N", "C", "Ge", "C", "C", "C", "C", "C", "C", "C", "C", "C", "C", "C", "C", "C", "C", "C", "C", "C", "C", "H", "H", "H", "H", "H", "H", "H", "H", "H", "H", "H", "H", "H", "H", "H", "H"], "xyz": [[1.279, 0.429, -1.131], [-1.006, -0.748, -1.593], [-1.701, -0.918, -2.869], [-1.425, 0.286, -3.752], [-2.024, 1.587, -3.200], [-1.012, 2.720, -3.143], [0.010, 2.442, -2.131], [-0.928, -1.619, -1.083], [-1.476, -0.094, -0.980], [-2.783, -1.054, -2.738], [-1.316, -1.822, -3.344], [-1.781, 0.102, -4.770], [-0.338, 0.397, -3.809], [-2.405, 1.430, -2.184], [-2.886, 1.893, -3.798], [-1.516, 3.675, -2.959], [-0.515, 2.804, -4.114], [-0.334, 2.606, -1.189], [0.804, 3.067, -2.206], [3.411, 0.433, 0.212], [3.750, 1.689, 0.734], [2.860, 2.780, 0.527], [2.995, 3.727, 1.304], [2.030, 2.647, -0.428], [3.129, -0.239, 0.917], [4.175, 0.059, -0.336], [4.150, 1.694, 1.660], [4.365, 2.382, -7.024], [3.768, 1.727, -5.361], [3.148, 0.499, -5.296], [2.705, 0.070, -4.049], [2.851, 0.790, -2.940], [3.467, 1.968, -3.021], [3.949, 2.482, -4.222], [3.008, -0.121, -6.169], [2.229, -0.898, -3.941], [3.544, 2.527, -2.095], [4.435, 3.446, -4.247], [2.917, -3.713, -3.171], [2.243, -2.604, -2.147], [1.778, -1.808, -1.426], [0.393, 0.482, 0.851], [-0.717, -0.463, 2.073], [-2.421, -1.055, 1.294], [-2.868, -2.375, 1.338], [-4.099, -2.736, 0.793], [-4.908, -1.777, 0.201], [-4.487, -0.453, 0.160], [-3.259, -0.102, 0.705], [-1.264, 0.566, 3.658], [-2.102, 0.017, 4.634], [-2.489, 0.750, 5.748], [-2.043, 2.059, 5.904], [-1.216, 2.622, 4.943], [-0.829, 1.881, 3.829], [0.176, -2.087, 2.721], [0.617, -3.038, 1.795], [1.326, -4.162, 2.196], [1.616, -4.355, 3.541], [1.201, -3.416, 4.475], [0.491, -2.290, 4.066], [1.009, 1.125, 1.499], [-2.245, -3.139, 1.791], [-4.424, -3.770, 0.831], [-5.864, -2.058, -0.224], [-5.115, 0.304, -0.295], [-2.944, 0.938, 0.671], [-2.467, -1.000, 4.522], [-3.138, 0.305, 6.493], [-2.342, 2.634, 6.772], [-0.865, 3.641, 5.057], [-0.180, 2.335, 3.088], [0.441, -2.885, 0.734], [1.668, -4.875, 1.455], [2.174, -5.228, 3.857], [1.437, -3.554, 5.524], [0.183, -1.562, 4.808]], "forces_ev_per_a": [[-0.40, 0.01, 0.89], [0.19, 0.15, -0.27], [0.06, -0.06, 0.06], [0.07, 0.05, -0.01], [-0.10, 0.00, 0.03], [0.15, -0.02, 0.03], [-0.03, 0.05, -0.04], [0.03, -0.02, -0.01], [-0.06, -0.06, -0.02], [-0.02, -0.01, 0.01], [0.03, -0.01, 0.00], [-0.05, -0.01, 0.04], [0.01, -0.01, -0.02], [-0.02, -0.01, -0.04], [0.01, 0.02, 0.00], [-0.06, 0.02, 0.00], [0.01, 0.01, 0.01], [-0.07, -0.03, -0.01], [0.03, -0.02, 0.01], [0.08, -0.14, -0.31], [0.12, -0.02, -0.04], [-0.42, -0.11, 0.35], [0.06, 0.04, -0.21], [0.34, 0.01, -0.25], [-0.07, 0.06, 0.06], [0.02, -0.09, 0.04], [0.00, 0.01, 0.00], [0.08, 0.08, -0.18], [0.02, 0.04, -0.07], [-0.14, -0.26, 0.26], [0.12, -0.09, -0.30], [-0.18, 0.16, -0.02], [0.18, 0.22, -0.26], [-0.06, 0.00, 0.40], [0.01, 0.01, -0.01], [-0.01, 0.03, -0.02], [-0.03, -0.03, -0.03], [0.01, 0.00, -0.02], [-0.25, 0.35, 0.26], [0.28, -0.46, -0.24], [0.11, -0.03, -0.12], [0.06, 0.18, 0.12], [0.05, -0.07, -0.10], [-0.30, -0.07, 0.03], [-0.07, 0.05, -0.11], [0.07, 0.04, 0.01], [0.02, 0.01, 0.00], [0.05, -0.02, 0.02], [-0.05, -0.05, 0.04], [0.01, 0.14, 0.14], [-0.02, 0.02, -0.04], [0.05, 0.06, -0.05], [0.00, -0.05, -0.03], [0.02, -0.03, -0.05], [-0.05, -0.03, 0.11], [0.15, -0.15, 0.12], [0.03, 0.03, 0.01], [-0.02, 0.04, 0.03], [-0.01, 0.02, -0.01], [-0.03, 0.04, -0.04], [-0.02, -0.11, -0.05], [-0.04, 0.12, -0.12], [0.01, 0.01, 0.01], [0.00, 0.01, 0.00], [0.01, 0.00, 0.00], [0.00, -0.01, 0.00], [0.01, -0.01, 0.02], [0.02, 0.01, -0.02], [0.00, 0.00, -0.01], [0.00, 0.00, -0.01], [-0.01, -0.01, 0.00], [-0.01, -0.02, 0.00], [0.01, 0.02, 0.01], [-0.01, 0.00, 0.00], [0.00, 0.00, 0.00], [0.00, 0.00, 0.00], [0.00, 0.00, -0.01]], "homo_lumo_gap_ev": [5.73, 6.90], "total_energy_ha": -6787.18611, "molar_mass_g_mol": 797.3, "charge": -1, "spin_multiplicity": 6, "homo_energy_ev": [-3.575, -4.741]}


Entry 4:
{"formula": "C2H8N3S", "method": "ωB97M-V/def2-TZVPD", "symbols": ["C", "C", "N", "N", "N", "S", "H", "H", "H", "H", "H", "H", "H", "H"], "xyz": [[2.135, -0.396, 0.951], [0.560, -0.129, -0.071], [-1.409, 1.036, -0.381], [-0.434, 0.629, 0.608], [-0.068, -1.096, -0.877], [2.135, 0.623, -0.533], [2.134, 0.111, 1.897], [2.526, -1.393, 0.864], [-2.344, 1.145, 0.030], [-1.162, 1.873, -0.940], [-0.055, 1.401, 1.152], [0.504, -1.410, -1.653], [-1.345, 0.155, -1.002], [-0.414, -1.899, -0.359]], "forces_ev_per_a": [[-3.32, 0.73, -2.28], [4.43, -0.36, 1.92], [0.12, 0.05, -0.34], [-0.58, 0.10, 0.55], [0.02, -0.49, -0.28], [-0.51, -0.29, 0.02], [0.00, 0.05, 0.22], [0.01, -0.18, -0.01], [0.35, -0.06, -0.04], [-0.04, -0.31, 0.27], [-0.21, 0.05, -0.31], [-0.06, 0.10, 0.08], [-0.27, 0.55, 0.18], [0.06, 0.06, 0.02]], "homo_lumo_gap_ev": 9.53, "total_energy_ha": -643.11370, "molar_mass_g_mol": 106.2, "smiles": "N[C@@]1(N[NH3+])CS1", "charge": 1, "spin_multiplicity": 1, "homo_energy_ev": -13.026}


Entry 5:
{"formula": "C8H18O2", "method": "ωB97M-V/def2-TZVPD", "symbols": ["C", "C", "C", "C", "O", "O", "C", "C", "C", "C", "H", "H", "H", "H", "H", "H", "H", "H", "H", "H", "H", "H", "H", "H", "H", "H", "H", "H"], "xyz": [[-3.430, 0.000, 1.655], [-1.899, 0.000, 0.098], [-1.958, -1.322, -0.629], [-1.959, 1.322, -0.629], [-1.946, 0.000, 1.538], [1.946, 0.000, -1.539], [1.899, 0.000, -0.098], [3.430, 0.000, -1.655], [1.958, -1.322, 0.629], [1.958, 1.322, 0.629], [-3.761, 0.911, 2.207], [-4.046, -0.001, 0.652], [-3.760, -0.912, 2.207], [-1.188, -1.389, -1.414], [-1.897, -2.281, -0.092], [-2.955, -1.139, -1.169], [-1.189, 1.389, -1.414], [-2.956, 1.139, -1.169], [-1.898, 2.281, -0.093], [3.760, 0.912, -2.207], [4.046, 0.000, -0.652], [3.760, -0.912, -2.207], [1.189, -1.389, 1.414], [1.897, -2.280, 0.092], [2.955, -1.139, 1.169], [1.189, 1.389, 1.414], [2.956, 1.139, 1.169], [1.898, 2.281, 0.093]], "forces_ev_per_a": [[-1.02, 0.00, 0.43], [3.15, 0.00, 1.98], [-1.10, 1.54, -1.07], [-1.09, -1.54, -1.07], [-2.73, 0.00, -2.63], [2.72, 0.00, 2.64], [-3.15, 0.00, -1.99], [1.02, 0.00, -0.44], [1.10, 1.54, 1.07], [1.09, -1.54, 1.07], [0.34, -0.67, -0.27], [1.55, 0.00, 1.71], [0.33, 0.67, -0.27], [-0.18, 0.23, 0.08], [-0.41, 0.77, 0.32], [0.97, -1.32, 0.20], [-0.18, -0.23, 0.08], [0.97, 1.32, 0.20], [-0.41, -0.77, 0.32], [-0.33, -0.67, 0.27], [-1.55, 0.00, -1.71], [-0.34, 0.67, 0.27], [0.19, 0.23, -0.09], [0.41, 0.77, -0.32], [-0.97, -1.33, -0.20], [0.18, -0.23, -0.08], [-0.96, 1.33, -0.20], [0.41, -0.77, -0.32]], "homo_lumo_gap_ev": [7.44, 7.44], "total_energy_ha": -465.83852, "molar_mass_g_mol": 146.2, "charge": 0, "spin_multiplicity": 1, "homo_energy_ev": [-6.563, -6.564]}


Entry 6:
{"formula": "C30H30N6O4Ti", "method": "ωB97M-V/def2-TZVPD", "symbols": ["Ti", "C", "C", "C", "C", "C", "C", "C", "N", "N", "C", "C", "C", "C", "C", "C", "N", "C", "C", "C", "C", "C", "C", "N", "H", "H", "H", "H", "H", "H", "H", "H", "H", "H", "H", "H", "H", "H", "H", "H", "H", "H", "H", "H", "N", "C", "C", "C", "O", "O", "H", "H", "H", "H", "H", "H", "O", "C", "N", "C", "O", "C", "C", "C", "C", "C", "C", "H", "H", "H", "H"], "xyz": [[-0.294, 0.267, -0.082], [-2.232, -1.877, 1.608], [-1.096, -2.598, 2.313], [-0.228, -1.711, 3.184], [1.065, -2.102, 3.515], [1.769, -1.367, 4.451], [1.149, -0.276, 5.048], [-0.131, 0.048, 4.643], [-0.804, -0.630, 3.707], [-1.991, -1.232, 0.263], [-3.292, -0.603, -0.073], [-3.189, 0.276, -1.280], [-4.288, 0.526, -2.079], [-4.150, 1.373, -3.166], [-2.904, 1.926, -3.421], [-1.854, 1.617, -2.581], [-1.980, 0.811, -1.515], [-1.718, -2.282, -0.763], [-0.276, -2.682, -0.698], [0.199, -3.928, -1.050], [1.549, -4.192, -0.878], [2.373, -3.210, -0.347], [1.832, -1.979, -0.044], [0.529, -1.723, -0.227], [-3.066, -2.569, 1.456], [-2.584, -1.093, 2.275], [-1.580, -3.306, 2.992], [-0.485, -3.210, 1.654], [1.498, -2.985, 3.061], [2.774, -1.650, 4.733], [1.644, 0.306, 5.813], [-0.655, 0.888, 5.088], [-4.051, -1.375, -0.230], [-3.623, -0.024, 0.790], [-5.237, 0.058, -1.852], [-4.995, 1.587, -3.806], [-2.738, 2.584, -4.261], [-0.879, 2.033, -2.773], [-2.376, -3.139, -0.595], [-1.947, -1.874, -1.751], [-0.476, -4.680, -1.436], [1.954, -5.159, -1.143], [3.426, -3.389, -0.184], [2.429, -1.167, 0.351], [-1.452, 1.498, 1.348], [-0.795, 2.772, 1.788], [0.559, 2.543, 2.445], [1.508, 1.630, 1.719], [2.678, 1.790, 1.582], [0.911, 0.488, 1.220], [-2.388, 1.741, 1.036], [-1.556, 0.898, 2.177], [-1.451, 3.273, 2.501], [-0.699, 3.408, 0.914], [0.423, 2.106, 3.436], [1.065, 3.496, 2.585], [1.915, -1.264, -3.001], [1.840, -0.120, -2.662], [0.868, 0.395, -1.754], [1.111, 1.697, -1.551], [0.357, 2.233, -0.693], [2.235, 2.180, -2.352], [2.837, 3.415, -2.482], [3.920, 3.497, -3.355], [4.367, 2.380, -4.054], [3.755, 1.133, -3.911], [2.685, 1.057, -3.050], [2.491, 4.280, -1.933], [4.424, 4.443, -3.490], [5.212, 2.481, -4.721], [4.108, 0.264, -4.449]], "forces_ev_per_a": [[-0.05, -0.08, -0.01], [-0.01, -0.03, -0.01], [0.06, 0.11, 0.02], [0.00, -0.08, -0.01], [-0.06, 0.00, -0.02], [-0.01, 0.05, 0.05], [0.06, -0.04, 0.00], [-0.06, -0.03, -0.06], [0.01, 0.04, 0.03], [-0.01, 0.09, 0.03], [0.00, 0.01, -0.04], [0.03, -0.04, 0.04], [-0.02, 0.02, -0.02], [0.01, -0.01, 0.00], [-0.01, -0.03, 0.04], [-0.01, 0.03, -0.05], [-0.02, 0.03, -0.01], [0.02, -0.02, 0.01], [-0.01, 0.05, 0.01], [0.02, -0.01, 0.00], [-0.02, -0.01, -0.01], [0.00, 0.01, 0.01], [0.03, -0.03, -0.02], [-0.07, 0.04, 0.05], [0.03, -0.02, -0.02], [-0.01, 0.00, 0.02], [-0.02, 0.01, 0.00], [0.00, -0.01, -0.01], [0.00, 0.00, 0.00], [0.00, 0.00, 0.00], [0.01, -0.01, 0.00], [0.01, 0.01, 0.01], [0.01, -0.01, 0.01], [-0.01, 0.01, 0.00], [0.00, 0.00, 0.00], [0.01, 0.01, -0.01], [-0.01, 0.00, 0.00], [-0.01, 0.00, 0.01], [0.00, 0.00, -0.03], [0.02, -0.01, 0.00], [0.00, 0.00, 0.00], [-0.01, 0.00, 0.00], [0.00, 0.01, 0.00], [-0.01, -0.01, 0.01], [-0.04, -0.02, 0.08], [-0.08, -0.05, -0.03], [0.01, -0.01, 0.02], [0.08, 0.04, -0.02], [-0.02, -0.03, -0.02], [0.06, 0.01, 0.04], [0.01, 0.01, -0.02], [0.01, -0.02, -0.02], [0.01, 0.00, 0.01], [0.01, 0.02, 0.00], [0.01, 0.01, 0.00], [-0.02, 0.01, -0.01], [0.00, 0.00, 0.00], [0.01, -0.01, -0.02], [0.03, 0.07, 0.00], [0.08, -0.09, -0.02], [-0.03, 0.02, 0.02], [0.00, -0.01, -0.01], [0.00, -0.01, -0.01], [-0.01, 0.00, 0.01], [0.00, -0.01, 0.00], [-0.01, 0.00, 0.01], [-0.02, 0.02, 0.00], [0.00, 0.00, 0.00], [0.00, 0.00, 0.00], [0.00, 0.01, 0.00], [0.00, 0.00, 0.00]], "homo_lumo_gap_ev": 7.93, "total_energy_ha": -2639.88828, "molar_mass_g_mol": 586.5, "charge": 2, "spin_multiplicity": 1, "homo_energy_ev": -14.584}


Entry 7:
{"formula": "C5H6N2O2", "method": "ωB97M-V/def2-TZVPD", "symbols": ["C", "C", "C", "C", "C", "N", "N", "O", "O", "H", "H", "H", "H", "H", "H"], "xyz": [[-0.660, -1.477, 0.171], [-1.801, 0.890, -0.070], [0.872, -1.373, -0.147], [1.264, 0.138, -0.321], [0.239, 0.850, 0.572], [-0.698, 1.764, -0.020], [-1.000, -0.123, 0.520], [-1.316, -2.501, 0.183], [-2.946, 0.961, -0.468], [1.488, -1.962, 0.644], [1.024, -1.969, -1.010], [2.232, 0.464, 0.019], [1.215, 0.365, -1.442], [0.609, 1.274, 1.432], [-0.522, 2.700, -0.062]], "forces_ev_per_a": [[0.82, 0.04, 0.41], [-0.57, 0.99, -0.50], [0.88, -0.70, 1.95], [-0.77, -0.62, -0.91], [-3.35, -2.25, -4.22], [-0.64, -1.72, -0.56], [1.01, -1.02, 1.37], [0.69, 2.17, -0.21], [2.18, -0.22, 0.73], [-1.13, 1.21, -0.94], [0.21, -0.36, -1.09], [0.69, -0.55, 0.03], [-0.35, 0.14, 1.68], [0.72, -0.03, 2.60], [-0.40, 2.92, -0.34]], "homo_lumo_gap_ev": 10.74, "total_energy_ha": -454.08656, "molar_mass_g_mol": 126.1, "smiles": "O=C1CC[C@H]2NC(=O)N12", "charge": 0, "spin_multiplicity": 1, "homo_energy_ev": -10.100}